Model A:
DFT (ωB97M-V with the def2-TZVPD basis set) results for an isolated ion of composition C4H13N2S2 and charge +1.

Cartesian coordinates (Å):
N (-1.15754, 2.40778, -2.80693)
C (0.24623, 1.83982, -2.63256)
C (0.38336, 1.37829, -1.22042)
S (-0.86027, 0.04815, -0.84545)
S (-0.87638, -0.33744, 1.06394)
C (0.43890, -1.57408, 1.32184)
C (0.58396, -1.87482, 2.83899)
N (-0.06047, -3.08256, 3.24340)
H (-1.30245, 3.03359, -3.60472)
H (-1.32271, 3.01303, -1.99423)
H (-1.83267, 1.64615, -2.73263)
H (0.94299, 2.64314, -2.86728)
H (0.35951, 1.08684, -3.40863)
H (0.22378, 2.24796, -0.57441)
H (1.33304, 0.90465, -1.01504)
H (1.34153, -1.09117, 0.95509)
H (0.13383, -2.48520, 0.81496)
H (1.66136, -1.94831, 2.98911)
H (0.27284, -0.97946, 3.38299)
H (0.49314, -3.88483, 3.48045)
H (-1.00199, -2.99152, 3.61154)

Results
* net charge: +1
* E_LUMO: -3.594 eV
* HOMO level: -11.414 eV
* HOMO-LUMO gap: 7.82 eV
* multiplicity: 1



Model B:
DFT (ωB97M-V with the def2-TZVPD basis set) results for an isolated ion of composition C4H13N2S2 and charge +1.

Cartesian coordinates (Å):
S (4.47948, 1.46405, 0.85340)
S (3.18686, 0.48235, -0.40023)
C (1.44281, 0.12093, 0.24658)
C (0.38614, 0.38767, -0.76545)
C (-1.07217, 0.58990, -0.35048)
N (-1.70927, -0.64784, 0.12761)
C (-2.16880, -0.56076, 1.51586)
N (0.23942, -0.88564, -1.71964)
H (3.83911, 1.62749, 2.05788)
H (1.36663, -1.00002, 0.43767)
H (0.89216, 0.63632, 1.04612)
H (0.75969, 1.22142, -1.45683)
H (-1.43291, 1.00247, -1.36966)
H (-1.13919, 1.39443, 0.34971)
H (-2.44985, -0.62093, -0.62317)
H (-3.09180, -1.37739, 1.70556)
H (-1.46783, -0.65870, 2.36448)
H (-2.66284, 0.36277, 1.78234)
H (-0.18010, -1.66404, -1.10641)
H (1.13394, -1.21808, -2.12352)
H (-0.35147, -0.65640, -2.57181)

Results
* net charge: +1
* E_LUMO: -3.490 eV
* HOMO level: -11.493 eV
* HOMO-LUMO gap: 8.00 eV
* multiplicity: 1



Result of the stability comparison: model B is the least stable of them.



Model A:
DFT (ωB97M-V with the def2-TZVPD basis set) results for C4H5NO as an isolated structure.

Cartesian coordinates (Å):
C (1.24446, 0.68702, 0.32463)
C (0.27141, -0.46491, 0.44062)
C (-1.69945, 0.27030, -0.14033)
O (-2.14807, 1.27027, 0.17363)
C (0.02744, -1.31732, -0.61514)
N (-0.72647, -1.68739, -1.46049)
H (2.25477, 0.40043, 0.64129)
H (1.30167, 1.05194, -0.70564)
H (0.91487, 1.51177, 0.96652)
H (0.17956, -0.91782, 1.42978)
H (-1.62019, -0.80428, -1.05488)

Results
* E_LUMO: 0.871 eV
* HOMO level: -9.303 eV
* HOMO-LUMO gap: 10.17 eV
* multiplicity: 1



Model B:
DFT (ωB97M-V with the def2-TZVPD basis set) results for an isolated molecule of C4H5NO.

Cartesian coordinates (Å):
N (1.69699, -0.96824, 1.08461)
C (0.74161, -0.33513, 1.62236)
O (-0.27241, 0.18375, 0.91238)
C (-0.14603, -0.05335, -0.49149)
C (-1.18170, 0.63388, -1.25910)
C (-1.91622, 1.15372, -2.05810)
H (2.36764, -1.27527, 1.78303)
H (0.59995, -0.12308, 2.68544)
H (-0.18065, -1.13240, -0.67392)
H (0.83655, 0.29691, -0.82098)
H (-2.54574, 1.61922, -2.78423)

Results
* E_LUMO: 0.974 eV
* HOMO level: -10.179 eV
* HOMO-LUMO gap: 11.15 eV
* multiplicity: 1



Model C:
DFT (ωB97M-V with the def2-TZVPD basis set) results for a 2-piece molecular cluster, C4H5NO overall.

Cartesian coordinates (Å):
C (-1.06168, 0.09414, 0.74223)
C (2.03796, -0.06498, -0.59448)
C (2.50688, 1.06509, -1.00919)
C (-2.32328, -0.67246, 0.74402)
N (-0.08782, 0.70383, 0.61895)
O (1.87989, -1.19722, -0.35386)
H (3.22948, 0.79553, -1.63976)
H (1.95477, 1.97235, -0.90183)
H (-3.23542, -0.07319, 0.75128)
H (-2.53772, -1.17436, 1.59217)
H (-2.36308, -1.44872, 0.05046)

Results
* E_LUMO: 0.697 eV
* HOMO level: -8.814 eV
* HOMO-LUMO gap: 9.51 eV
* multiplicity: 1



Model D:
DFT (ωB97M-V with the def2-TZVPD basis set) results for C4H5NO as an isolated structure.

Cartesian coordinates (Å):
C (-0.64877, -0.61480, 1.32978)
C (-0.38191, -1.27949, 0.03267)
C (0.66387, 2.35343, 0.18282)
C (-0.59707, -2.46057, -0.52342)
N (-0.04473, 0.55129, 0.64853)
O (0.19406, -0.15975, -0.56741)
H (0.42853, 2.29858, -0.86207)
H (1.69149, 2.20719, 0.45988)
H (-0.30378, -2.65820, -1.54003)
H (-1.07088, -3.23897, 0.04223)
H (0.06919, 3.00130, 0.79701)

Results
* E_LUMO: -0.393 eV
* HOMO level: -8.720 eV
* HOMO-LUMO gap: 8.33 eV
* multiplicity: 1



Result of the stability comparison: model D is the least stable of them.



Model A:
DFT (ωB97M-V with the def2-TZVPD basis set) results for a 2-piece molecular cluster, C4H5NO overall.

Cartesian coordinates (Å):
C (-1.79404, 0.19778, 0.16335)
C (-0.64789, 1.03609, -0.19035)
C (0.28947, 1.73307, -0.48464)
C (2.19753, -0.86925, -0.10646)
N (1.57386, -1.74488, 0.32312)
O (0.94766, -2.67258, 0.77024)
H (-1.90728, 0.13071, 1.24962)
H (-2.71551, 0.61939, -0.25065)
H (-1.67335, -0.81779, -0.22636)
H (1.11136, 2.36344, -0.74437)
H (2.61818, 0.02401, -0.50350)

Results
* E_LUMO: 0.914 eV
* HOMO level: -9.786 eV
* HOMO-LUMO gap: 10.70 eV
* multiplicity: 1



Model B:
DFT (ωB97M-V with the def2-TZVPD basis set) results for an isolated molecule of C4H5NO.

Cartesian coordinates (Å):
C (0.59622, -1.43484, -0.16794)
C (0.70285, 0.06424, -0.04357)
O (1.72109, 0.61663, 0.28946)
C (-0.54592, 0.91860, -0.36174)
C (-1.13658, 1.38908, 0.89202)
N (-1.57375, 1.71980, 1.91076)
H (1.49287, -1.86666, 0.27970)
H (0.55497, -1.71530, -1.22684)
H (-0.30343, -1.82757, 0.31426)
H (-1.29416, 0.35921, -0.93082)
H (-0.21416, 1.77682, -0.95529)

Results
* E_LUMO: 0.590 eV
* HOMO level: -10.422 eV
* HOMO-LUMO gap: 11.01 eV
* multiplicity: 1



Result of the stability comparison: model A is the least stable of them.



Model A:
DFT (ωB97M-V with the def2-TZVPD basis set) results for an isolated molecule of C6H12N2O2.

Cartesian coordinates (Å):
C (-6.07145, -3.18602, -2.49569)
N (-5.27511, -2.09519, -1.97598)
C (-4.47029, -1.35379, -2.92328)
C (-3.96845, -0.03293, -2.31437)
C (-3.32063, -0.05937, -0.93474)
C (-2.18847, -1.00447, -0.49532)
O (-2.70938, -2.26094, -0.35332)
C (-3.36472, -2.19512, -3.45927)
N (-2.50543, -2.80860, -3.92922)
H (-5.42494, -3.95023, -2.95272)
H (-6.77137, -2.84622, -3.27732)
H (-6.63854, -3.64859, -1.67894)
H (-3.75136, -1.89162, -0.07085)
H (-5.06687, -1.09045, -3.81607)
H (-4.83097, 0.64357, -2.23843)
H (-3.26146, 0.41682, -3.02403)
H (-2.77589, 0.90733, -0.95805)
H (-2.36247, -0.55951, 0.72603)
H (-1.42436, -0.97628, -1.29771)
O (-4.08460, 0.24035, 0.48627)
H (-5.60045, -1.56226, -1.17852)
H (-3.55361, 0.84741, 1.00962)

Results
* E_LUMO: 0.421 eV
* HOMO level: -9.182 eV
* HOMO-LUMO gap: 9.60 eV
* multiplicity: 1



Model B:
DFT (ωB97M-V with the def2-TZVPD basis set) results for an isolated molecule of C6H12N2O2.

Cartesian coordinates (Å):
C (-1.16652, -0.21982, 1.60875)
C (-1.05892, 0.11306, 0.12785)
C (-1.83616, -0.87467, -0.78525)
O (-2.89964, 0.07540, -0.95732)
C (-2.12850, 1.11817, -0.34388)
N (0.29121, 0.48505, -0.24880)
C (1.26749, -0.58536, -0.26369)
C (2.65413, -0.09525, -0.64009)
N (3.24739, 0.75838, 0.20216)
H (-2.22239, -0.31014, 1.89687)
H (-0.67777, -1.17317, 1.85184)
H (-0.70359, 0.57569, 2.20890)
H (-1.32605, -1.09016, -1.73822)
H (-2.18641, -1.81283, -0.33049)
H (-2.68772, 1.64838, 0.44011)
H (-1.75939, 1.84369, -1.08745)
H (0.27520, 0.94058, -1.15691)
H (1.35481, -1.01922, 0.74255)
H (1.02210, -1.41705, -0.94712)
O (3.48682, -0.91237, -1.10882)
H (2.75822, 1.63069, 0.36781)
H (4.29570, 0.32095, 0.16120)

Results
* E_LUMO: 0.496 eV
* HOMO level: -9.453 eV
* HOMO-LUMO gap: 9.95 eV
* multiplicity: 1



Model C:
DFT (ωB97M-V with the def2-TZVPD basis set) results for an isolated molecule of C6H12N2O2.

Cartesian coordinates (Å):
C (0.29184, -0.78651, -0.97649)
C (1.54384, -0.10241, -0.56421)
C (1.48549, 0.77093, 0.77921)
C (0.02284, 1.29133, 0.96127)
C (-2.12294, 0.21784, 1.52005)
C (0.23026, -1.93893, -1.99847)
N (-0.73765, 0.08704, 0.97332)
N (-0.78048, -0.66762, -0.21931)
O (-1.83700, -1.28271, -0.49394)
O (-0.81452, -1.63826, -2.99355)
H (2.23985, -0.87635, -0.41905)
H (1.95913, 0.47534, -1.47117)
H (1.76533, 0.21446, 1.66619)
H (2.15801, 1.57204, 0.72532)
H (0.11788, 1.76088, 1.90595)
H (-0.28659, 1.90308, 0.10796)
H (-2.52742, -0.75199, 1.19174)
H (-2.02755, 0.31435, 2.68018)
H (-2.62062, 1.08290, 1.02371)
H (0.20958, -2.77402, -1.42071)
H (1.17195, -1.92249, -2.58119)
H (-1.68034, -1.90562, -2.73021)

Results
* E_LUMO: 0.920 eV
* HOMO level: -8.032 eV
* HOMO-LUMO gap: 8.95 eV
* multiplicity: 1



Model D:
DFT (ωB97M-V with the def2-TZVPD basis set) results for a 2-piece molecular cluster, C6H12N2O2 overall.

Cartesian coordinates (Å):
C (0.25293, -3.04069, -0.56038)
C (0.45045, -1.85864, 0.33258)
C (1.60561, -1.62884, 1.26067)
C (0.20316, -1.66907, 1.81748)
C (-0.54201, -0.37309, 1.49574)
N (-0.17811, -0.56470, 0.08559)
C (-0.14246, 0.24006, -1.00771)
N (-0.13563, 2.93028, -0.41735)
O (0.80505, 0.21008, -1.79293)
H (-0.73339, -3.00100, -1.04282)
H (1.01919, -3.07572, -1.34734)
H (0.32917, -3.96094, 0.03397)
H (2.20603, -2.51483, 1.47313)
H (2.15775, -0.68681, 1.21400)
H (-0.12633, -2.41245, 2.54021)
H (-1.62901, -0.44200, 1.63756)
H (-0.14652, 0.55020, 1.94093)
H (0.83368, 3.10753, -0.16541)
H (-0.38006, 3.46311, -1.24827)
O (-1.40870, 0.51181, -1.42119)
H (-0.73875, 3.19393, 0.35912)
H (-1.75016, -0.26427, -1.88026)

Results
* E_LUMO: 0.744 eV
* HOMO level: -8.422 eV
* HOMO-LUMO gap: 9.17 eV
* multiplicity: 1



Result of the stability comparison: model A is the least stable of them.